# 1
Density functional theory data (wB97M-V/def2-TZVPD) for a molecular structure, C25H50CeClNP2SeSi2 in a non-equilibrium geometry.

Values from the calculation:
LUMO (spin up / spin down) (eV): 0.30 / 0.27
HOMO-LUMO gap (spin up / spin down) (eV): 4.630 / 4.516

```
83
Properties=species:S:1:pos:R:3:forces:R:3:mulliken_charge:R:1
Ce -0.362469 0.004134 -0.469171 0.2 0.6 -1.0 -0.4358
C -1.078267 -0.020737 1.993275 -3.6 -0.3 0.2 -0.2658
C -1.696888 1.187428 1.294197 0.9 0.8 1.0 0.4514
C -2.688438 0.713255 0.411969 -0.8 -1.7 -0.8 -0.8218
Si -1.351228 2.874690 2.019282 -0.1 -1.6 -0.8 -0.2147
C -2.691468 -0.721495 0.395002 -1.1 1.4 -0.8 -0.7794
C -1.698713 -1.218352 1.266215 0.7 -0.4 1.3 0.4482
Si -1.353671 -2.917594 1.955561 -0.2 1.6 -0.7 -0.1738
H -1.307670 -0.037896 3.075291 0.8 0.1 -0.2 0.8530
H -3.314945 1.350549 -0.219354 0.1 -0.3 0.2 0.4057
H -3.313489 -1.342013 -0.247863 0.0 0.2 0.2 0.4108
Cl 1.724094 0.038718 -4.899072 -0.3 0.0 0.5 -0.2292
C -1.098275 -2.771213 3.800280 -0.1 -0.3 0.1 -1.2545
C -2.774452 -4.053644 1.566780 -0.1 -0.4 0.2 -1.0513
C -1.096807 2.686476 3.860227 -0.1 0.3 0.2 -1.2566
C -2.771415 4.019637 1.656807 -0.1 0.3 0.2 -1.0450
H -3.694194 -3.626380 1.988203 0.2 -0.1 -0.1 0.3456
H -2.583725 -5.016924 2.059175 -0.2 0.0 -0.2 0.3572
H -2.928149 -4.228414 0.496228 0.0 0.0 0.2 0.3262
H -0.130251 -2.328308 4.070671 -0.2 -0.1 -0.1 0.3099
H -1.151153 -3.788415 4.213586 0.1 0.2 0.2 0.3720
H -1.902328 -2.174515 4.252458 0.2 -0.1 -0.1 0.3399
H -3.698726 3.568560 2.034336 0.2 0.1 -0.1 0.3413
H -2.901516 4.250286 0.593716 0.0 0.0 0.2 0.3216
H -2.594035 4.955867 2.203586 -0.2 0.0 -0.2 0.3608
H -1.888646 2.061011 4.295071 0.2 0.2 -0.1 0.3494
H -1.173458 3.692576 4.296448 0.1 -0.2 0.2 0.3688
H -0.119910 2.257850 4.121932 -0.2 0.1 -0.1 0.3118
C 0.251795 -3.550876 1.173774 0.0 -0.5 0.2 -1.1899
C 0.254873 3.520098 1.251056 -0.1 0.6 0.2 -1.1561
P 0.524628 -2.899023 -0.509534 -0.4 -0.3 -0.1 0.2309
H 0.218624 -4.653172 1.183033 0.3 0.2 0.0 0.6701
H 1.088274 -3.226288 1.816646 -0.2 -0.1 -0.2 0.4275
P 0.530194 2.905618 -0.445794 -0.3 -0.2 0.0 0.3509
H 1.090484 3.181635 1.887753 -0.2 0.1 -0.2 0.4061
H 0.220087 4.621656 1.283908 0.3 -0.2 0.0 0.7350
C 2.171606 3.628187 -0.934234 -0.2 0.2 -0.1 0.7563
C -0.765269 3.827887 -1.453375 0.3 0.0 0.4 1.2983
C -0.772399 -3.799864 -1.534161 0.3 0.1 0.4 1.3751
C 2.165894 -3.607695 -1.017753 -0.2 -0.1 -0.2 0.8108
C 3.252490 -2.553886 -0.764152 0.1 -0.1 -0.1 -1.4323
H 2.079206 -3.775440 -2.105550 0.1 0.1 0.2 0.3784
C 2.515544 -4.935185 -0.337704 0.3 -0.1 -0.1 -1.4984
H 2.601901 -4.815569 0.749328 0.0 0.0 -0.2 0.2830
H 3.486001 -5.281389 -0.717170 -0.1 0.0 0.1 0.4621
H 1.788626 -5.729270 -0.539556 0.2 0.3 0.1 0.3084
H 3.097343 -1.651779 -1.370045 0.0 -0.1 0.1 0.1809
H 4.236833 -2.960737 -1.029943 -0.1 0.1 0.1 0.5019
H 3.285433 -2.254395 0.293181 0.0 -0.1 -0.2 0.3012
H -1.714465 -3.575570 -1.006901 0.3 0.0 -0.2 -0.3951
C -0.580259 -5.315231 -1.559352 -0.3 -0.2 -0.3 -1.6748
C -0.864859 -3.216466 -2.952048 -0.1 -0.1 -0.1 -1.2686
H -0.608977 -5.771500 -0.560963 0.1 0.2 -0.2 0.2780
H 0.359064 -5.596251 -2.053900 -0.2 0.1 0.1 0.3399
H -1.400416 -5.761235 -2.139796 0.2 0.0 0.1 0.4904
H -1.339353 -2.224109 -2.967111 0.1 -0.2 0.2 0.1513
H -1.487713 -3.874198 -3.572459 0.1 0.1 0.0 0.4928
H 0.118758 -3.136059 -3.436769 -0.1 -0.1 0.1 0.2523
H -1.709405 3.584307 -0.938345 0.3 0.0 -0.2 -0.3464
C -0.844831 3.281824 -2.886779 -0.1 0.1 0.0 -1.3142
C -0.581906 5.344350 -1.440565 -0.3 0.2 -0.3 -1.7507
H -0.616203 5.776523 -0.431742 0.1 -0.2 -0.2 0.2913
H -1.402962 5.799084 -2.013186 0.2 0.0 0.1 0.4940
H 0.357035 5.641881 -1.926317 -0.2 -0.1 0.1 0.3514
H -1.315710 2.288868 -2.931135 0.1 0.2 0.1 0.2401
H 0.143210 3.217750 -3.364982 -0.2 0.1 0.1 0.2561
H -1.465263 3.953722 -3.494440 0.1 -0.2 0.0 0.4556
C 3.261252 2.574393 -0.694770 0.1 0.1 0.0 -1.3055
C 2.514113 4.944170 -0.228419 0.3 0.1 -0.1 -1.5429
H 2.088954 3.815382 -2.019168 0.1 -0.1 0.2 0.3896
H 2.598320 4.804002 0.856381 0.0 0.0 -0.2 0.2841
H 1.784311 5.738852 -0.417027 0.2 -0.3 0.1 0.3019
H 3.484177 5.301293 -0.598755 -0.1 0.0 0.1 0.4686
H 3.291672 2.256819 0.357483 0.0 0.1 -0.2 0.2662
H 4.245022 2.989605 -0.949873 -0.1 -0.1 0.1 0.4957
H 3.112031 1.682178 -1.316414 0.0 0.1 0.1 0.1509
C 0.785298 0.031681 -3.356820 0.1 -0.2 -0.5 0.7306
H 1.519824 0.071004 -2.538032 -0.2 0.0 -0.3 -0.2759
H 0.123311 0.909439 -3.359874 0.4 -0.3 0.1 -0.1460
H 0.186175 -0.890456 -3.329381 0.4 0.4 0.0 -0.2510
Se 2.582055 -0.011247 3.802958 0.5 0.0 0.6 -0.1160
C 1.274970 -0.017846 2.699388 -2.2 -0.2 -2.9 0.2542
N 0.420824 -0.022623 1.804580 4.5 0.2 3.1 -0.3939
```
Forces are in eV/Å.

# 2
Density functional theory data (wB97M-V/def2-TZVPD) for 7 unconnected molecules or ions with the total composition H14O7 in a non-equilibrium geometry.

Values from the calculation:
LUMO (eV): 0.41
HOMO-LUMO gap (eV): 11.161
SMILES: O.O.O.O.O.O.O
ΔE to the lowest compared entry with this formula, charge and spin (kcal/mol): 82.7

```
21
Properties=species:S:1:pos:R:3:forces:R:3:mulliken_charge:R:1
O 0.550315 -0.129695 -0.985216 -0.5 0.4 1.5 -0.6153
H -0.071570 0.362884 -1.519350 -0.1 0.1 -0.3 0.2775
H 0.363104 0.220297 -0.074782 0.5 -0.6 -1.2 0.3247
O -3.667540 -0.781589 -2.353919 1.2 -2.1 -0.8 -0.5962
H -4.507896 -0.381947 -2.460573 -1.3 0.4 -0.1 0.2963
H -3.622796 -1.549154 -2.921239 -0.3 -0.3 -0.4 0.2937
O 1.068449 3.963170 1.830858 0.1 -0.2 -0.4 -0.6297
H 0.608506 4.026103 0.986452 0.1 -0.1 0.0 0.3161
H 0.573542 4.547239 2.398839 -0.2 0.3 0.4 0.3144
O 3.500613 0.742406 -1.347932 1.2 -1.1 0.0 -0.6133
H 4.191855 -0.007834 -1.336615 -1.5 2.4 -0.4 0.3130
H 3.734269 1.496034 -1.928551 0.4 -1.2 0.4 0.3062
O -3.176492 1.012858 -1.178535 -2.9 5.0 1.9 -0.6488
H -2.521644 0.526243 -1.536558 3.3 -2.9 -1.4 0.3480
H -3.469375 1.504367 -1.969839 0.0 0.0 0.8 0.3117
O -2.167431 -4.134582 1.939271 1.5 2.2 0.4 -0.6511
H -1.701633 -3.241053 1.771211 -1.3 -2.3 0.2 0.3373
H -2.659353 -4.349554 1.154516 -0.2 0.1 -0.6 0.3141
O 3.926779 -0.817871 2.360709 -1.6 -1.9 -1.7 -0.6102
H 4.336425 -1.683127 2.429823 -0.2 -0.3 -0.2 0.3134
H 4.469031 -0.308077 2.884784 1.8 2.1 1.8 0.2981
```
Forces are in eV/Å.

# 3
Density functional theory data (wB97M-V/def2-TZVPD) for a molecular structure, C4H5NO in a non-equilibrium geometry.

Values from the calculation:
LUMO (eV): 0.57
HOMO-LUMO gap (eV): 9.570
ΔE to the lowest compared entry with this formula, charge and spin (kcal/mol): 94.8

```
11
Properties=species:S:1:pos:R:3:forces:R:3:mulliken_charge:R:1
O 1.363919 -0.943492 -0.476884 -0.3 -0.5 0.1 -0.4998
C 0.906313 0.128152 0.230033 0.1 0.7 -0.9 -0.0327
C -0.071424 1.096288 -0.340402 0.3 0.2 -0.3 -0.6236
C -0.873718 0.330005 0.672499 1.5 -0.7 0.7 -0.0664
C -1.548095 -0.834372 0.179043 -0.4 -1.2 -0.2 0.2043
N -2.134737 -1.787302 -0.150762 0.8 1.2 0.3 -0.4387
H 0.644260 -1.522059 -0.776659 0.0 0.2 0.0 0.3429
H 1.742103 0.565687 0.788995 -0.6 -0.2 0.3 0.4285
H 0.094937 2.144601 -0.104394 -0.1 -0.1 -0.1 0.2332
H -0.257538 0.916609 -1.396834 -0.1 0.0 0.1 0.2772
H 0.133979 -0.094116 1.375367 -1.3 0.3 -0.1 0.1752
```
Forces are in eV/Å.

# 4
Density functional theory data (wB97M-V/def2-TZVPD) for 6 unconnected molecules or ions with the total composition H14NO5 in a non-equilibrium geometry.

Values from the calculation:
LUMO (eV): -3.32
HOMO-LUMO gap (eV): 10.177
Net charge: +1
ΔE to the lowest compared entry with this formula, charge and spin (kcal/mol): 38.8

```
20
Properties=species:S:1:pos:R:3:forces:R:3:mulliken_charge:R:1
N 1.493041 -0.528410 0.011285 0.6 -1.7 4.4 -0.4159
H 2.395348 -1.008840 -0.039247 0.8 0.9 -1.2 0.3976
H 0.917158 -1.373774 -0.103494 -0.9 1.0 -0.5 0.2523
H 1.478672 -0.365116 1.101459 -0.6 0.4 -2.7 0.4233
H 1.317662 0.296203 -0.590606 -0.5 -0.5 -0.1 0.3401
H -3.279135 0.806683 -1.281749 0.1 0.2 -0.4 0.3421
H -2.668781 -0.548100 -1.372150 0.2 0.0 -0.3 0.3489
O -2.751554 0.267764 -1.892516 -0.1 -0.2 0.7 -0.6874
H 4.192250 -1.686167 -2.099412 -0.3 0.6 -0.2 0.3188
H 3.360986 -0.329470 -2.279900 0.4 -0.1 -0.5 0.3120
O 3.505816 -1.104314 -1.735757 0.0 -0.6 0.6 -0.6274
H -2.197781 -2.670306 0.462193 -1.0 -0.3 1.0 0.3106
H -1.223766 -2.738487 -0.607853 -0.2 1.2 0.8 0.3604
O -1.529732 -2.105111 0.105111 1.3 -1.0 -2.0 -0.6730
H 0.331332 1.766291 -2.388626 -0.5 -0.7 0.3 0.3151
H -0.870906 0.745435 -2.197045 0.3 0.3 0.4 0.3466
O 0.046517 0.961546 -1.908856 0.4 0.5 -0.4 -0.6640
H -2.061506 3.649960 5.301119 -0.4 0.3 -0.1 0.3248
H -1.130993 2.919509 6.224749 0.1 -0.1 0.0 0.3276
O -1.324628 3.044704 5.291294 0.3 -0.2 0.1 -0.6524
```
Forces are in eV/Å.

# 5
Density functional theory data (wB97M-V/def2-TZVPD) for a molecular structure, C7H8N2O2S in a non-equilibrium geometry.

Values from the calculation:
LUMO (eV): -1.12
HOMO-LUMO gap (eV): 7.542
ΔE to the lowest compared entry with this formula, charge and spin (kcal/mol): 144.7

```
20
Properties=species:S:1:pos:R:3:forces:R:3:mulliken_charge:R:1
C 2.392007 0.154408 -1.210068 1.7 -0.6 0.5 -0.4764
C 1.703694 -0.949531 -1.025758 -1.7 -0.3 0.8 -0.4256
C 2.551341 1.121504 -0.184265 -1.5 1.6 -0.8 -0.4783
C 0.740857 -1.036508 0.089058 2.5 -1.6 -0.6 0.2479
C 1.670888 1.134295 0.831830 0.6 -2.4 -1.9 -0.6693
C 0.795625 0.019196 1.039061 -2.6 0.9 3.0 0.7397
C -2.096076 -0.225300 0.683689 1.6 -0.1 -1.3 0.0868
N -0.159444 0.030589 2.005546 1.4 -2.0 -3.1 -0.7468
N -1.663568 -0.395197 -0.434778 -0.2 0.8 3.7 -0.2987
O -4.471786 1.116008 0.657830 -0.6 1.8 0.1 -0.3922
O -4.236144 -0.603678 -1.084203 -0.4 0.4 0.5 -0.5191
S -4.340068 -0.246171 0.320006 -1.0 -1.8 -0.5 0.7060
H 3.038129 0.153592 -2.032355 0.8 0.5 -1.3 0.3707
H 1.664933 -1.646520 -1.814889 0.0 -1.0 -0.6 0.4063
H 3.067362 2.029201 -0.486567 0.5 -0.1 0.6 0.3327
H 0.475975 -2.013805 0.468198 0.5 -0.5 0.5 0.3673
H 1.589077 1.905892 1.465750 -0.1 2.7 2.3 0.4323
H -0.305362 0.955479 2.303198 0.1 1.6 1.0 0.2242
H -0.251875 -0.938880 -0.349516 -0.5 0.7 -0.9 -0.1201
H -2.165569 -0.564565 -1.241772 -1.0 -0.4 -2.1 0.2126
```
Forces are in eV/Å.

# 6
Density functional theory data (wB97M-V/def2-TZVPD) for C3H5N3O in the gas phase.

Values from the calculation:
LUMO (eV): 0.73
HOMO-LUMO gap (eV): 8.218
SMILES: O/C=C1\N=CNN1
ΔE to the lowest compared entry with this formula, charge and spin (kcal/mol): 114.8

```
12
Properties=species:S:1:pos:R:3:forces:R:3:mulliken_charge:R:1
O 1.971880 0.861820 1.734140 0.1 -0.2 0.2 -0.4634
C 1.393535 0.638705 0.487660 -0.2 0.2 -0.1 -0.9787
C 0.116796 0.010621 0.354543 0.2 0.1 -0.2 0.7751
N -1.155253 0.061545 0.880817 0.0 -0.1 -0.2 -0.5108
C -1.893342 -0.283571 -0.136834 0.0 0.0 0.0 -0.0175
N -1.173083 -0.565739 -1.266356 -0.2 -0.1 0.0 -0.1582
N 0.142704 -0.608231 -0.843035 0.1 0.1 0.1 -0.2590
H 2.305484 0.017496 2.054780 0.0 0.1 0.0 0.2940
H 1.461567 1.537677 -0.125241 0.0 -0.1 0.0 0.2657
H -2.977732 -0.297350 -0.146265 0.1 0.0 0.0 0.3893
H -1.460276 -1.213173 -1.985290 0.0 0.1 0.1 0.2690
H 1.267722 -0.159801 -1.008917 -0.1 0.0 0.0 0.3944
```
Forces are in eV/Å.

no.,E (Eh),M (g/mol)
1,-5635.667432,737.3
2,-534.992085,126.1
3,-285.263539,83.1
4,-439.108066,108.1
5,-929.519200,184.2
6,-356.674449,99.1